[1]
# C13H52N20O13Sn

A molecular structure, C13H52N20O13Sn in a non-equilibrium geometry (wB97M-V/def2-TZVPD, the Open Molecules 2025 dataset).

Last column: Löwdin charge in e.
Positions of all 99 atoms, in Å:
Sn -16.741 -2.623 0.650  1.80
C -20.057 -5.195 3.314  -0.15
O -20.032 -6.644 3.293  -0.10
H -19.079 -4.759 3.518  0.06
H -20.623 -4.699 2.526  0.05
H -20.447 -4.884 4.283  0.08
H -19.867 -6.828 2.365  0.05
C -13.069 -5.632 2.265  -0.13
O -11.804 -5.363 2.892  -0.12
H -13.608 -4.744 1.935  0.07
H -12.824 -6.313 1.450  0.09
H -13.776 -6.192 2.877  0.07
H -11.612 -6.088 3.490  0.10
C -14.017 1.585 1.436  -0.20
O -13.163 2.604 1.131  -0.09
H -14.799 1.578 0.677  0.07
H -13.548 0.608 1.319  0.06
H -14.227 1.620 2.505  0.07
H -13.521 3.443 1.430  0.09
C -13.862 -1.632 -1.807  -0.81
O -14.979 -1.876 -1.569  -0.02
N -13.355 -0.455 -1.555  0.20
N -12.985 -2.537 -2.155  0.20
H -12.379 -0.249 -1.714  0.12
H -13.968 0.327 -1.371  0.11
H -12.069 -2.230 -2.448  0.12
H -13.340 -3.431 -2.464  0.11
C -19.192 -5.481 -0.527  -0.78
O -18.591 -5.293 0.461  0.04
N -20.158 -4.661 -1.029  0.17
N -19.101 -6.520 -1.288  0.15
H -20.520 -3.926 -0.439  0.08
H -20.797 -4.935 -1.762  0.11
H -19.362 -6.431 -2.260  0.13
H -18.770 -7.441 -1.037  0.13
C -16.130 -5.038 4.098  -0.79
O -16.333 -4.532 2.982  -0.07
N -16.768 -5.884 4.768  0.21
N -15.172 -4.548 4.839  0.18
H -17.284 -6.478 4.135  0.12
H -16.700 -6.122 5.747  0.15
H -15.040 -4.876 5.785  0.13
H -14.590 -3.878 4.356  0.09
C -16.961 0.212 3.673  -0.84
O -17.563 -0.585 3.061  0.00
N -17.421 1.396 3.986  0.22
N -15.799 -0.026 4.018  0.21
H -16.859 2.134 4.386  0.13
H -18.321 1.494 3.539  0.13
H -15.122 0.587 4.449  0.13
H -15.428 -0.956 3.887  0.11
C -15.232 -5.756 -1.456  -0.73
O -15.488 -4.685 -0.903  -0.09
N -16.189 -6.648 -1.821  0.17
N -14.083 -6.199 -1.767  0.20
H -15.883 -7.433 -2.379  0.12
H -17.124 -6.307 -1.655  0.06
H -13.204 -5.768 -1.517  0.13
H -13.976 -7.065 -2.275  0.13
C -18.513 -2.252 -3.122  -0.79
O -18.128 -2.809 -2.126  -0.02
N -17.779 -2.138 -4.167  0.18
N -19.723 -1.780 -3.358  0.17
H -18.009 -1.667 -5.030  0.13
H -16.856 -2.547 -4.167  0.13
H -20.005 -1.732 -4.327  0.11
H -20.472 -1.794 -2.681  0.11
C -17.759 0.782 -0.674  -0.83
O -16.996 0.422 0.139  0.00
N -19.018 0.818 -0.396  0.20
N -17.449 1.091 -1.917  0.20
H -19.725 0.855 -1.117  0.12
H -19.144 0.471 0.544  0.11
H -16.563 1.200 -2.388  0.12
H -18.260 1.314 -2.476  0.11
C -20.668 -1.944 2.070  -0.75
O -19.905 -2.342 1.175  -0.07
N -20.203 -0.981 2.841  0.17
N -21.797 -2.460 2.385  0.20
H -19.196 -1.055 2.884  0.04
H -20.733 -0.671 3.643  0.12
H -22.306 -2.121 3.190  0.13
H -21.945 -3.402 2.053  0.11
C -13.165 -1.874 2.947  -0.75
O -14.093 -1.869 2.113  -0.07
N -12.578 -2.878 3.523  0.20
N -12.816 -0.776 3.492  0.18
H -12.674 -3.838 3.226  0.05
H -11.827 -2.561 4.121  0.13
H -13.345 0.033 3.199  0.07
H -12.204 -0.800 4.295  0.14
C -15.030 -8.737 1.251  -0.78
O -14.549 -8.923 0.135  0.01
N -14.853 -9.356 2.363  0.18
N -15.916 -7.777 1.333  0.18
H -15.658 -9.401 2.972  0.12
H -14.225 -10.140 2.470  0.13
H -16.152 -7.320 0.463  0.08
H -16.412 -7.534 2.178  0.09

Results
orbital gap	8.54	eV
2S+1	1
charge	+2

[2]
# C28H29CoN3Si

A molecular structure, C28H29CoN3Si in a non-equilibrium geometry (wB97M-V/def2-TZVPD, the Open Molecules 2025 dataset).

Last column: Löwdin spin population.
Positions of all 62 atoms, in Å:
C 0.452 1.146 0.697  0.09
C 0.810 1.550 -0.613  0.07
C -0.413 1.824 -1.330  0.06
H 1.817 1.651 -1.000  0.01
C -1.512 1.594 -0.440  0.07
C -0.957 1.155 0.806  0.08
H -1.546 0.952 1.691  0.00
H 1.145 1.038 1.517  0.01
H -0.513 2.333 -2.280  0.01
H -2.576 1.638 -0.709  0.01
Co -0.396 0.028 -0.645  2.44
C 0.240 -0.554 -3.292  0.11
H -0.662 -0.216 -2.698  0.01
H 0.842 -1.145 -2.635  0.01
H 0.845 0.295 -3.556  0.01
Si -0.203 -1.340 -4.859  0.28
C 1.389 -1.450 -5.904  0.01
C 2.161 -0.279 -5.955  0.00
H 1.778 0.639 -5.502  0.00
C 3.396 -0.261 -6.605  0.00
H 3.995 0.646 -6.567  0.00
C 3.843 -1.405 -7.276  0.00
H 4.801 -1.390 -7.790  0.00
C 3.063 -2.571 -7.279  0.00
H 3.413 -3.474 -7.802  0.00
C 1.829 -2.599 -6.591  0.01
H 1.189 -3.497 -6.612  0.00
C -1.392 -0.207 -5.834  0.03
C -1.189 0.227 -7.163  0.01
H -0.384 -0.216 -7.769  0.00
C -2.008 1.227 -7.724  0.00
H -1.791 1.587 -8.738  0.00
C -3.095 1.737 -7.002  0.01
H -3.725 2.509 -7.443  0.00
C -3.363 1.244 -5.720  0.00
H -4.222 1.621 -5.162  0.00
C -2.543 0.251 -5.164  0.01
H -2.813 -0.178 -4.193  0.00
H -0.620 -2.701 -4.094  0.28
H -0.933 -2.672 -5.159  0.26
N 1.089 -2.832 -0.083  0.01
C 1.520 -2.390 1.187  0.00
C 2.601 -3.081 1.780  0.00
C 2.885 -2.768 3.115  0.00
C 2.111 -1.771 3.758  0.00
C 1.085 -1.128 3.056  0.00
N 0.828 -1.418 1.768  0.02
C -0.301 -2.945 -0.284  0.01
C -0.920 -4.202 -0.299  0.00
C -2.307 -4.261 -0.145  0.00
C -3.043 -3.063 -0.088  0.00
C -2.376 -1.858 -0.230  0.01
N -1.012 -1.806 -0.382  0.04
H 1.576 -3.672 -0.372  0.00
H 3.123 -3.853 1.193  0.00
H 3.684 -3.291 3.655  0.00
H 2.308 -1.453 4.786  0.00
H 0.454 -0.339 3.491  0.00
H -0.285 -5.100 -0.320  0.00
H -2.847 -5.206 -0.144  0.00
H -4.132 -3.009 0.036  0.00
H -2.857 -0.870 -0.229  0.00

Results
relative energy (zero: lowest compared OMol25 entry of this formula, charge and spin)	1.741	eV
orbital gap (spin up / spin down)	5.98 / 7.44	eV
2S+1	5
charge	+1
⟨S²⟩	6.016

[3]
# CH3N2O2S

A molecular structure, CH3N2O2S in a non-equilibrium geometry (wB97M-V/def2-TZVPD, the Open Molecules 2025 dataset).

Last column: Löwdin charge in e.
Positions of all 9 atoms, in Å:
C 0.880 -2.454 0.588  0.17
N 0.351 -1.444 0.672  0.16
N 0.344 0.841 -0.500  -0.08
O -1.522 1.452 1.120  -0.17
O -1.177 2.917 -0.935  -0.18
S -0.911 1.787 -0.097  0.89
H 1.069 -3.482 0.438  0.11
H 0.301 -0.273 0.115  0.03
H 0.665 0.656 -1.401  0.07

Results
relative energy (zero: lowest compared OMol25 entry of this formula, charge and spin)	2.474	eV
orbital gap	11.54	eV
2S+1	1
charge	+1

[4]
# C4H11NO3

2 unconnected molecules or ions with the total composition C4H11NO3 (wB97M-V/def2-TZVPD, the Open Molecules 2025 dataset).

Last column: Löwdin charge in e.
Positions of all 19 atoms, in Å:
C 0.905 -1.073 -2.870  -0.29
O 0.363 -0.162 -3.814  -0.07
C 0.198 -0.858 -1.544  -0.26
C 0.697 -1.828 -0.478  -0.10
H 0.779 -2.110 -3.195  0.12
H 1.975 -0.883 -2.738  0.12
H 0.722 -0.340 -4.692  0.09
H 0.392 0.177 -1.250  0.09
H -0.879 -0.956 -1.688  0.12
H 1.777 -1.761 -0.346  0.08
H 0.250 -1.621 0.495  0.06
H 0.449 -2.858 -0.733  0.07
N -0.447 1.622 1.163  0.11
C -0.538 0.991 2.458  -0.62
O -1.467 1.576 3.224  0.11
O 0.104 0.057 2.830  0.11
H -0.523 0.882 0.470  0.06
H 0.480 2.008 1.021  0.10
H -1.845 2.288 2.685  0.11

Results
relative energy (zero: lowest compared OMol25 entry of this formula, charge and spin)	1.029	eV
SMILES	NC(=O)O.CCCO
orbital gap	11.06	eV
2S+1	1

[5]
# C8H18Br2N5OP

2 unconnected molecules or ions with the total composition C8H18Br2N5OP in a non-equilibrium geometry (wB97M-V/def2-TZVPD, the Open Molecules 2025 dataset).

Last column: Löwdin charge in e.
Positions of all 35 atoms, in Å:
C -1.689 -2.014 1.705  -0.14
C -2.837 -2.485 0.781  -0.73
Br -2.269 -4.258 0.094  0.67
C -3.069 -1.577 -0.447  -0.69
Br -4.365 -2.492 -1.651  0.67
N -3.730 -0.320 -0.120  0.05
C -3.064 0.801 0.139  -0.35
N -1.707 0.778 0.142  0.17
C -1.379 2.015 0.472  -0.39
P 0.453 2.308 0.628  0.73
N 0.844 1.758 2.046  -0.31
N -2.428 2.801 0.635  0.10
N -3.515 2.008 0.412  0.15
H -1.855 -2.487 2.684  0.08
H -0.738 -2.410 1.342  0.07
H -1.667 -0.935 1.886  0.06
H -3.750 -2.653 1.358  0.09
H -2.182 -1.438 -1.067  0.11
H -4.741 -0.307 -0.138  0.13
H 0.775 3.683 0.514  -0.01
H 1.172 1.488 -0.341  0.03
H 1.520 0.999 1.921  -0.04
H -2.409 3.779 0.885  0.18
H -4.476 2.313 0.463  0.19
C 4.187 -1.312 -0.862  -0.11
C 3.650 0.075 -1.259  -0.70
C 4.819 0.916 -1.802  -0.11
O 3.147 0.686 -0.148  -0.34
H 4.952 -1.240 -0.087  0.06
H 3.382 -1.951 -0.490  0.05
H 4.638 -1.820 -1.726  0.06
H 2.971 -0.097 -2.125  0.10
H 5.602 1.048 -1.052  0.06
H 4.478 1.906 -2.117  0.05
H 5.278 0.434 -2.677  0.06

Results
orbital gap	4.58	eV
2S+1	1

[6]
# C4H6Cl2S2

A molecular structure, C4H6Cl2S2 in a non-equilibrium geometry (wB97M-V/def2-TZVPD, the Open Molecules 2025 dataset).

Last column: Löwdin charge in e.
Positions of all 14 atoms, in Å:
C 1.183 -0.634 -0.414  -0.57
C -0.268 -0.179 0.067  -0.79
C -0.590 1.230 0.173  -0.25
C -1.077 0.596 -1.079  -1.28
H 2.035 -1.908 1.385  -0.08
H 1.103 -1.618 -0.670  0.01
H 1.314 -0.060 -1.347  0.02
H -1.057 -0.257 2.533  0.06
H -1.166 1.813 0.925  0.14
H 0.187 1.775 0.078  0.04
S 2.585 -0.703 0.791  0.64
S -1.150 -1.340 1.222  0.64
Cl -0.372 0.932 -2.605  0.71
Cl -2.726 0.352 -1.059  0.70

Results
relative energy (zero: lowest compared OMol25 entry of this formula, charge and spin)	3.283	eV
orbital gap	9.18	eV
2S+1	1

[7]
# C10H14O2P2

2 unconnected molecules or ions with the total composition C10H14O2P2 in a non-equilibrium geometry (wB97M-V/def2-TZVPD, the Open Molecules 2025 dataset).

Last column: Löwdin charge in e.
Positions of all 28 atoms, in Å:
C -2.695 1.731 -0.917  -0.09
C -3.160 1.210 0.286  -0.10
C -1.946 0.929 -1.775  -0.11
C -2.898 -0.091 0.640  -0.04
C -1.646 -0.369 -1.446  -0.11
C -2.135 -0.919 -0.232  -0.25
C -1.850 -2.195 0.151  -0.14
C 3.200 0.727 -0.562  -0.36
C 0.761 1.426 0.710  -0.34
C 2.294 -1.764 1.486  -0.25
O -1.972 -3.318 0.425  0.19
O 1.910 -2.389 -1.131  -0.48
P 1.369 0.564 -0.812  0.75
P 1.274 -1.576 -0.079  0.59
H -2.908 2.755 -1.180  0.10
H -3.742 1.830 0.953  0.11
H -1.585 1.335 -2.707  0.11
H -3.262 -0.501 1.569  0.12
H -1.057 -0.993 -2.099  0.11
H 3.678 -0.143 -1.014  0.03
H 3.470 0.801 0.490  0.03
H 3.541 1.619 -1.085  0.02
H 1.313 1.131 1.601  0.02
H -0.295 1.210 0.842  0.01
H 0.879 2.498 0.558  0.03
H 1.954 -1.108 2.280  0.02
H 2.163 -2.802 1.791  0.03
H 3.346 -1.599 1.256  0.03

Results
relative energy (zero: lowest compared OMol25 entry of this formula, charge and spin)	1.135	eV
orbital gap (spin up / spin down)	5.48 / 7.40	eV
2S+1	1

[8]
# C4H14N2O

2 unconnected molecules or ions with the total composition C4H14N2O in a non-equilibrium geometry (wB97M-V/def2-TZVPD, the Open Molecules 2025 dataset).

Last column: Löwdin charge in e.
Positions of all 21 atoms, in Å:
C -0.488 -1.165 -0.685  -0.26
C 0.186 -1.558 0.618  -0.21
C -0.031 -0.470 1.704  -0.29
C -1.396 0.451 3.465  -0.12
N -1.406 -0.234 2.153  -0.11
N 0.154 0.162 -1.158  -0.03
H -1.555 -1.037 -0.547  0.09
H -0.276 -1.819 -1.537  0.10
H -0.260 -2.492 0.999  0.11
H 1.229 -1.777 0.397  0.10
H 0.606 0.377 1.423  0.11
H 0.440 -0.932 2.565  0.10
H -1.736 -0.207 4.269  0.07
H -0.347 0.690 3.651  0.06
H -2.022 1.342 3.448  0.07
H -1.724 0.363 1.393  0.09
H 0.179 0.139 -2.177  0.05
H 1.151 0.012 -0.984  0.05
H 1.943 3.021 -5.804  0.03
H 2.878 2.126 -6.592  0.04
O 2.476 3.011 -6.602  -0.06

Results
relative energy (zero: lowest compared OMol25 entry of this formula, charge and spin)	1.963	eV
SMILES	CNCCCN.O
orbital gap	9.64	eV
2S+1	1